Computed, not measured: an isolated molecule of C19H24N4O5S, with ωB97M-V/def2-TZVPD.

```
53
Properties=species:S:1:pos:R:3:lowdin_charge:R:1
C 5.15494 0.08811 0.20524 -0.001
C 3.84413 0.77176 0.08690 -0.242
N 3.85301 2.13295 0.01634 0.182
C 2.71998 2.92243 -0.10362 -0.494
O 2.77660 4.12058 -0.19472 0.100
N 1.55311 2.20621 -0.09910 0.233
C 1.42061 0.83074 0.01784 -0.391
O 0.30536 0.34753 0.08477 0.044
C 2.65982 0.10600 0.05992 -0.099
S 2.74540 -1.71514 0.13820 0.682
O 3.18667 -2.00744 1.47211 -0.272
O 3.59398 -2.08016 -0.96133 -0.281
N 1.30821 -2.43544 -0.09111 -0.231
C 0.82144 -2.66943 -1.43316 -0.168
C -0.57767 -2.09552 -1.61636 -0.115
C -1.57047 -2.79248 -0.66954 -0.206
C -2.74630 -1.85760 -0.36570 -0.471
O -3.87725 -2.10160 -0.73629 0.066
N -2.41713 -0.76175 0.33989 0.118
C -3.33208 0.34482 0.57799 -0.301
C -3.78590 0.34254 2.03589 -0.041
C -2.61738 1.59982 0.12872 -0.180
C -2.14203 2.56300 1.00693 -0.030
C -1.40871 3.64192 0.53854 -0.092
C -1.13453 3.76912 -0.81474 -0.122
C -1.61623 2.81563 -1.70076 -0.074
C -2.34860 1.74323 -1.23019 -0.029
C -0.86936 -3.31416 0.60165 -0.107
C 0.36453 -2.51323 1.00768 -0.180
H 5.32606 -0.52318 -0.68003 0.095
H 5.12294 -0.60216 1.04698 0.091
H 5.96842 0.79816 0.33076 0.090
H 4.73417 2.63172 0.03804 0.168
H 0.68060 2.73975 -0.16391 0.120
H 0.81644 -3.74919 -1.62677 0.134
H 1.53744 -2.20973 -2.11493 0.118
H -0.54188 -1.02617 -1.40771 0.093
H -0.89538 -2.22711 -2.65107 0.127
H -2.01083 -3.65257 -1.18344 0.145
H -1.44564 -0.55907 0.51534 0.095
H -4.20501 0.16688 -0.06330 0.150
H -4.33952 -0.57210 2.23239 0.083
H -2.93075 0.37599 2.70709 0.078
H -4.43537 1.19124 2.23357 0.083
H -2.33630 2.48297 2.06445 0.106
H -1.04397 4.38508 1.23325 0.110
H -0.56311 4.61197 -1.17689 0.111
H -1.41599 2.91119 -2.75784 0.107
H -2.71782 0.99711 -1.91916 0.123
H -1.57295 -3.31627 1.43558 0.127
H -0.56003 -4.34641 0.42980 0.121
H 0.87735 -3.00369 1.84034 0.122
H 0.08698 -1.50682 1.33544 0.103
```

LUMO level in eV: 0.23
SMILES string: Cc1[nH]c(=O)[nH]c(=O)c1S(=O)(=O)N1CCC(C(=O)N[C@@H](C)c2ccccc2)CC1
Maximum force in eV/Å: 1.1
Calculated total energy in Eh: -1731.90972
Energy relative to the best compared isomer or geometry (same formula, charge and spin) in eV: 0.2526
HOMO energy in eV: -9.15